Formula: C23H49ClN2O9P3
Source: the OMol25 dataset
Level of theory: ωB97M-V/def2-TZVPD

Geometry as XYZ:
```
87
Properties=species:S:1:pos:R:3:lowdin_charge:R:1
C -1.67 -2.74 1.45 -0.105
C -2.12 -2.22 0.00 -0.222
C -1.96 -0.60 -0.09 -0.573
Cl -3.02 0.14 -1.43 0.603
N -2.20 0.08 1.25 -0.051
C -1.13 0.80 1.94 -0.041
C 0.38 0.90 1.38 -0.139
C 1.50 1.03 2.54 -0.181
C 2.77 0.09 2.09 -0.285
N 3.51 0.63 0.91 -0.009
C -1.36 1.56 3.30 0.058
C -2.76 1.53 4.01 0.042
C -3.85 0.72 3.24 0.001
C -3.53 0.01 1.87 -0.201
P -5.02 -0.93 1.17 0.784
O -4.85 -2.45 1.51 -0.463
H -2.38 -2.46 2.30 0.069
H -1.39 -3.86 1.45 0.107
H -0.67 -2.19 1.69 0.075
H -3.14 -2.59 -0.35 0.097
H -1.35 -2.66 -0.75 0.130
H -0.90 -0.44 -0.48 0.106
H 0.70 -0.02 0.75 0.107
H 0.40 1.83 0.69 0.146
H 1.18 0.63 3.56 0.115
H 1.88 2.10 2.54 0.124
H 2.34 -0.94 1.85 0.113
H 3.44 -0.02 3.03 0.109
H 3.45 -0.12 0.19 0.079
H 2.99 1.46 0.57 0.064
H -0.55 2.16 3.84 0.117
H -2.99 2.06 4.99 0.123
H -4.90 0.67 3.72 0.116
H -5.30 -0.68 -0.21 -0.023
H -6.23 -0.54 1.88 0.045
O 9.18 -3.13 3.49 -0.248
P 8.81 -1.70 3.88 0.719
O 8.20 -1.24 2.40 -0.218
C 7.23 -2.05 1.73 -0.290
C 5.82 -1.63 2.07 -0.100
O 10.33 -1.07 3.73 -0.224
C 11.47 -1.92 3.78 -0.295
C 11.83 -2.44 2.39 -0.075
O 8.37 -0.15 4.45 -0.201
C 7.04 0.27 4.65 -0.303
C 6.26 -0.62 5.60 -0.084
H 7.37 -3.11 1.95 0.104
H 7.39 -1.91 0.66 0.122
H 5.60 -1.80 3.13 0.059
H 5.09 -2.20 1.49 0.077
H 5.66 -0.57 1.86 0.056
H 11.30 -2.74 4.48 0.102
H 12.30 -1.34 4.17 0.117
H 10.96 -2.74 1.81 0.068
H 12.51 -3.29 2.47 0.079
H 12.33 -1.65 1.82 0.077
H 6.54 0.38 3.69 0.093
H 7.09 1.28 5.07 0.127
H 6.39 -1.68 5.36 0.064
H 5.20 -0.37 5.56 0.075
H 6.61 -0.47 6.63 0.084
O -7.60 3.45 -5.44 -0.247
P -7.53 1.92 -5.43 0.716
O -6.08 1.79 -6.24 -0.218
C -4.94 2.52 -5.81 -0.291
C -4.09 1.73 -4.83 -0.096
O -8.55 1.69 -6.73 -0.222
C -9.46 2.72 -7.10 -0.294
C -8.83 3.68 -8.10 -0.073
O -7.53 0.21 -5.32 -0.199
C -6.65 -0.52 -4.50 -0.296
C -6.73 -0.13 -3.04 -0.091
H -5.22 3.48 -5.37 0.104
H -4.34 2.73 -6.70 0.124
H -4.64 1.54 -3.91 0.041
H -3.18 2.28 -4.57 0.078
H -3.80 0.77 -5.25 0.079
H -9.82 3.25 -6.22 0.101
H -10.33 2.24 -7.56 0.118
H -7.80 3.94 -7.85 0.069
H -9.42 4.60 -8.18 0.079
H -8.79 3.21 -9.09 0.078
H -5.64 -0.46 -4.89 0.096
H -6.94 -1.58 -4.59 0.130
H -6.70 0.95 -2.90 0.066
H -5.90 -0.58 -2.48 0.040
H -7.66 -0.49 -2.59 0.086
```

As for the spin multiplicity: 1. For the largest force on an atom, the calculation gives 9.190 eV/A. Its net charge is +1. Its HOMO-LUMO gap is 6.0 eV.